21
Properties=species:S:1:pos:R:3:forces:R:3:nbo_charge:R:1 method="wB97M-V/def2-TZVPD" homo_energy_ha=-0.357 lumo_energy_ev=0.307
C 1.26346 -0.04525 1.51480 -1.0 2.0 3.5 -0.4302
C 0.90569 -1.17887 -0.53458 -1.4 0.3 -0.3 -0.4519
C -1.47441 1.42252 -0.96532 -1.3 -4.2 1.6 -0.7572
C -1.33938 0.31159 0.38515 -0.2 2.8 -1.6 0.4417
N 0.62207 0.09781 0.21370 0.0 -3.7 2.0 -0.5054
O -3.95014 1.33496 -0.35349 -3.2 0.9 3.2 -0.9293
O -3.40758 1.68164 -2.81995 -0.4 -0.4 2.8 -0.9226
O -3.03975 -0.43539 -1.82980 0.2 -1.1 1.4 -0.9435
O -1.83687 -0.81424 0.29105 0.5 0.1 0.8 -0.7047
S -3.20547 1.09601 -1.48314 4.9 -0.6 -6.2 2.3954
H 2.26292 -0.35058 1.35017 1.1 -0.6 0.2 0.1971
H 1.37146 0.99139 2.15282 -0.6 -2.3 -1.8 0.2085
H 0.70684 -0.76332 2.23320 0.8 1.0 -1.5 0.2252
H 0.41384 -1.97570 0.01774 0.1 0.0 0.4 0.2288
H 0.26283 -1.10935 -1.39243 0.1 -0.1 -0.9 0.2201
H 1.91362 -1.55254 -0.82418 -0.3 1.2 0.5 0.2200
H -1.20263 2.41189 -0.76606 0.0 1.5 0.6 0.2284
H -0.84116 0.98070 -1.69880 0.3 -0.1 -0.9 0.2156
H -1.32208 0.95557 1.32517 0.2 -1.3 -0.6 0.1518
H 0.97695 0.89397 -0.17555 1.1 2.3 -1.8 0.3792
H -2.62106 -1.02795 -1.00779 -0.8 2.2 -1.3 0.5329


18
Properties=species:S:1:pos:R:3:forces:R:3:nbo_charge:R:1 method="wB97M-V/def2-TZVPD" homo_energy_ha=-0.268 lumo_energy_ev=0.695
C -0.60324 1.29659 -0.03360 -1.2 -0.6 -2.4 -0.3620
C -0.00004 -1.28589 -0.17046 1.7 0.1 0.9 -0.6855
C -0.24584 1.82890 1.10213 -0.4 1.3 2.0 -0.3747
C -1.41403 -1.60302 0.33723 1.8 0.7 -1.0 -0.6367
N 0.08022 0.21690 -2.60403 -3.6 0.8 3.1 -1.0981
O 2.52088 0.16126 1.85231 -0.4 0.2 -1.3 -0.9549
S 0.61334 0.09027 -0.82271 -2.9 -0.3 -0.2 0.8950
H -1.64462 1.37797 -0.54825 2.1 0.0 1.0 0.2319
H 0.78679 -2.01887 -0.34119 -0.4 -0.4 0.4 0.2156
H 0.72506 1.62465 1.51740 0.3 -0.1 0.0 0.2200
H -0.84508 2.47094 1.82603 0.3 -0.9 -1.5 0.2243
H 3.15064 -0.56135 1.72531 -0.2 0.2 0.0 0.4723
H -1.83176 -0.66170 0.65841 -0.5 -0.1 0.6 0.2118
H -1.87302 -1.89468 -0.55595 -1.7 -0.5 -1.3 0.2089
H -1.53794 -2.44322 1.01570 0.5 0.3 0.4 0.2268
H -0.77756 0.83540 -2.71372 1.9 -0.9 -0.4 0.3690
H 0.82769 0.29912 -3.20753 1.7 0.8 -1.6 0.3700
H 2.06852 0.26671 0.96294 0.9 -0.5 1.6 0.4663


18
Properties=species:S:1:pos:R:3:forces:R:3:nbo_charge:R:1 method="wB97M-V/def2-TZVPD" s_squared=0.76 total_charge=+1 multiplicity=2 homo_energy_ha="-0.497 / -0.491" lumo_energy_ev="-3.284 / -7.975"
C -0.28096 2.55243 -0.59378 1.7 0.6 0.3 -0.4878
N -0.34540 1.61798 0.48806 -1.7 -1.0 -1.1 -0.1271
C -0.16328 0.18014 0.35036 0.7 0.7 0.7 -0.1328
C -0.51614 -0.28292 -1.05804 0.2 -0.6 -0.8 -0.5560
S -0.90945 -2.05088 -1.09697 -0.5 0.0 0.2 0.0958
C 1.26493 -0.27548 0.85122 -0.8 0.0 0.0 -0.0371
O 1.62678 0.38526 2.01978 -0.3 0.0 0.3 -0.6803
H -0.12596 3.52725 -0.14886 -0.2 0.4 0.2 0.2686
H 0.62277 2.37709 -1.17700 -0.4 -0.2 -0.4 0.2458
H -1.19601 2.63642 -1.18035 -0.2 -0.4 -0.1 0.2717
H -1.13850 1.81326 1.08892 0.3 0.4 0.7 0.4060
H -0.83265 -0.24101 1.09470 -0.3 -0.2 -0.1 0.2355
H 0.22594 -0.07902 -1.83138 0.4 0.2 0.5 0.2467
H -1.41166 0.20754 -1.43851 -0.2 -0.1 0.3 0.2476
H 0.15565 -2.55876 -0.46286 0.2 0.2 -0.2 0.1271
H 1.15619 -1.35114 0.99493 0.2 -0.1 -0.1 0.1919
H 2.00088 -0.07523 0.09237 0.4 0.2 -0.3 0.2035
H 1.07491 0.08435 2.76078 0.4 0.0 -0.2 0.4809


18
Properties=species:S:1:pos:R:3:forces:R:3:nbo_charge:R:1 method="wB97M-V/def2-TZVPD" s_squared=0.75 total_charge=+1 multiplicity=2 homo_energy_ha="-0.485 / -0.484" lumo_energy_ev="-4.340 / -9.373"
C -0.22381 -1.62942 -1.06596 0.3 1.9 -1.2 -0.0559
O -1.07838 -1.67284 -2.18150 -0.4 0.0 0.4 -0.6989
C -0.37662 -0.29133 -0.30089 -0.4 0.2 -0.6 -0.0801
C 0.73871 -0.14264 0.72282 0.5 -0.7 0.0 -0.4585
C 0.84085 1.17049 1.44897 -0.1 0.3 0.2 -0.5863
S -0.60592 1.68204 2.37995 0.2 -0.3 -0.3 0.7153
N -0.40563 0.78714 -1.32421 0.1 0.3 0.9 -0.8400
H -0.42194 -2.46847 -0.45407 0.0 -0.9 0.7 0.1939
H 0.80839 -1.58737 -1.43497 0.2 -0.5 0.2 0.1590
H -1.16353 -0.76134 -2.50407 0.2 -0.2 -0.1 0.4854
H -1.35173 -0.26569 0.18744 -0.2 -0.2 0.2 0.1777
H 0.74930 -0.99373 1.41258 -0.3 0.2 0.2 0.2473
H 1.70678 -0.25969 0.23308 0.1 0.1 -0.3 0.2568
H 1.09122 2.00009 0.78504 -0.1 0.2 0.1 0.2828
H 1.64506 1.17056 2.20077 0.0 0.0 0.1 0.3115
H -1.19129 0.46145 2.33362 -0.2 0.1 0.2 0.1574
H 0.41623 1.37649 -1.26994 0.2 -0.2 -0.4 0.3602
H -1.17770 1.42424 -1.16867 -0.2 -0.1 -0.1 0.3725


17
Properties=species:S:1:pos:R:3:forces:R:3:nbo_charge:R:1 method="wB97M-V/def2-TZVPD" s_squared=0.75 total_charge=-1 multiplicity=2 homo_energy_ha="-0.017 / -0.137" lumo_energy_ev="3.954 / 3.935"
C 1.43032 -1.14057 -0.55153 0.3 0.3 -0.1 -0.6269
C 0.15921 -1.99597 -0.49489 0.0 0.2 0.5 -0.5104
S -0.64163 -1.99216 1.16395 0.2 -0.5 -0.1 -0.3659
H 2.25944 -1.65340 -1.05114 -0.1 -0.1 0.0 0.1783
H 1.77320 -0.84271 0.43926 0.0 -0.2 0.1 0.2141
H 1.27024 -0.20074 -1.08285 -0.2 0.0 -0.1 0.2058
H 0.39505 -3.03155 -0.73391 -0.1 0.0 -0.1 0.1885
H -0.56865 -1.60683 -1.20492 0.0 -0.1 -0.1 0.2022
C 0.21730 2.02858 0.56416 -0.8 -1.1 0.4 -0.4214
C -1.80428 0.99659 -0.00709 0.3 -0.2 0.2 -0.4580
N -0.68892 0.89577 0.76146 0.2 0.4 0.0 -0.6559
H 1.09814 1.92251 1.19977 0.1 0.1 -0.1 0.1762
H -0.32074 2.94710 0.84125 0.2 0.2 -0.1 0.1534
H 0.49909 2.09562 -0.49956 0.2 0.2 0.0 0.1431
H -2.00141 1.91332 -0.55727 -0.2 -0.1 -0.1 0.1263
H -2.47457 0.14362 0.00732 -0.2 0.2 -0.1 0.1700
H -0.60180 -0.47917 1.20599 0.1 0.7 -0.3 0.2805


17
Properties=species:S:1:pos:R:3:forces:R:3:nbo_charge:R:1 method="wB97M-V/def2-TZVPD" homo_energy_ha=-0.301 lumo_energy_ev=1.060
C 0.54596 2.07744 1.25208 0.6 0.7 -0.7 -0.6347
C 1.44245 0.85839 1.35212 1.0 -0.1 0.4 -0.5447
S 1.29556 -0.39276 0.05352 -0.4 0.1 -0.1 0.1136
C -0.56394 -0.63791 0.10375 0.6 0.1 1.0 -0.2954
N -1.01878 -1.66937 -0.72460 -0.6 -0.3 -0.6 -0.6557
C -0.96057 -1.52294 -2.15749 0.3 0.3 -0.5 -0.4114
H 0.32705 2.28065 0.20556 -0.4 -0.3 -0.2 0.2148
H 1.10222 2.99043 1.50059 -0.1 -0.2 0.6 0.2174
H -0.36548 2.02369 1.83349 -0.1 -0.1 0.0 0.2115
H 1.42786 0.40197 2.34364 -0.5 -0.2 0.0 0.2060
H 2.49895 1.14814 1.29298 -0.2 0.2 -0.3 0.2260
H -1.04163 0.31515 -0.12304 0.1 0.1 -0.2 0.1881
H -0.73407 -0.83331 1.16982 -0.3 -0.2 -0.3 0.2059
H -1.16388 -2.60160 -0.38564 0.3 0.2 0.3 0.3872
H -1.79865 -0.96289 -2.59315 -0.2 -0.1 0.2 0.1753
H -0.92912 -2.50098 -2.64030 0.0 0.0 0.1 0.2031
H -0.06392 -0.97411 -2.48331 0.0 -0.2 0.2 0.1930


17
Properties=species:S:1:pos:R:3:forces:R:3:nbo_charge:R:1 method="wB97M-V/def2-TZVPD" homo_energy_ha=-0.316 lumo_energy_ev=1.029
C -1.76568 -2.16385 -2.16207 0.0 0.3 -0.2 -0.4719
C -1.71687 -1.37151 -1.10423 -0.5 -0.5 0.7 -0.0029
N -1.43352 -1.85921 0.22154 -0.2 0.3 -0.9 -0.8334
H -1.58302 -3.22831 -2.05477 0.2 0.1 -0.2 0.1873
H -1.96223 -1.73633 -3.13768 -0.2 -0.3 0.0 0.2077
H -2.06275 -0.34702 -1.13829 0.5 0.2 -0.1 0.1932
H -1.44171 -2.87054 0.15475 0.3 0.0 0.3 0.3557
H -0.49379 -1.55237 0.44459 0.0 -0.1 0.3 0.3627
C 0.66229 0.75362 1.64374 -0.6 0.1 0.2 -0.7552
S 0.44095 1.89837 0.27513 0.1 0.3 0.2 0.1734
C 2.10874 2.65191 0.29950 -1.2 -0.3 -0.4 -0.7244
H 1.46856 0.12856 1.36760 1.0 -0.8 -0.1 0.2039
H -0.21750 0.11913 1.72955 -0.2 0.2 0.0 0.2333
H 0.86889 1.18238 2.62517 -0.1 0.3 -0.2 0.2151
H 2.09144 3.32208 -0.55852 0.3 0.1 0.1 0.2282
H 2.18969 3.20787 1.22081 0.4 0.1 0.2 0.2148
H 2.84651 1.86521 0.17319 0.2 0.2 0.1 0.2124


Listing relative energy (zero: lowest compared OMol25 entry of this formula, charge and spin) for the structures above in their given order: 2.306; 5.195; 1.107; 1.514; 1.497; 0.752; 1.181 eV.